i.
# C4H35N2O12

A 13-piece molecular cluster, C4H35N2O12 overall (ωB97M-V/def2-TZVPD, the Open Molecules 2025 dataset).

Geometry (Å):
O -3.63 -0.11 -2.12
O -1.98 -1.57 -3.64
O 2.86 2.36 0.76
O 0.52 1.84 -0.69
O -1.01 2.54 3.35
O -0.93 1.23 -2.91
O 0.85 -4.29 -0.68
O 1.02 -0.73 -2.01
O 2.89 -2.72 -2.04
O 2.86 2.00 -2.32
O 0.87 3.80 1.57
O -2.69 0.91 0.27
N -1.01 -1.73 -0.22
N -1.10 0.03 2.30
C 0.78 -0.56 4.40
C -0.41 -1.10 2.16
C 0.34 -1.61 3.35
C -0.53 -2.01 1.11
H 2.63 -1.80 -2.04
H 1.25 0.33 3.95
H 0.78 1.45 0.16
H -1.10 2.83 2.43
H -2.79 1.68 0.85
H -0.30 -3.04 1.35
H -1.72 -0.77 -4.11
H -0.91 -2.63 -0.66
H -3.95 0.50 -2.77
H 0.60 2.77 -0.43
H -0.97 0.70 3.06
H -2.20 -2.19 -4.35
H 2.16 -3.19 -1.62
H 1.99 1.67 -2.09
H 2.78 2.70 -2.98
H -3.04 -0.84 -2.31
H -2.01 -1.45 -0.34
H 3.08 2.23 -0.17
H 3.14 1.51 1.15
H 0.55 -1.19 -2.71
H 0.82 0.22 -2.13
H -0.21 -2.39 3.97
H -3.57 0.60 0.05
H -0.97 2.05 -3.42
H 1.35 -4.67 -1.41
H 0.54 4.70 1.67
H 1.44 -1.13 5.04
H -1.77 0.25 1.50
H -0.77 1.55 -2.01
H 1.21 -4.74 0.09
H -0.37 3.07 3.83
H 1.31 -1.99 3.00
H 1.81 3.85 1.34
H -0.44 -0.94 -0.64
H -0.01 -0.34 5.10

HOMO-LUMO gap in eV: 8.32
Charge: +1
E_HOMO in Ha: -0.4018

Mulliken population analysis, charges in e, atoms 1 to 8: -0.5698, -0.5893, -0.6542, -0.2664, -0.6420, -0.5045, -0.6342, -0.7528



ii.
# C4H35N2O12

A 13-piece molecular cluster, C4H35N2O12 overall (ωB97M-V/def2-TZVPD, the Open Molecules 2025 dataset).

Geometry (Å):
O 4.16 0.07 -0.78
O -2.01 3.28 0.63
O 3.09 2.21 0.42
O 1.39 -3.51 1.81
O 2.90 -0.53 2.46
O -3.91 1.58 -1.27
O 1.39 1.66 2.30
O 3.26 -2.10 0.28
O -3.62 -0.28 -2.82
O 0.18 -1.08 2.70
O 0.99 -2.48 -1.22
O -4.10 -0.61 0.21
N -2.23 0.53 1.47
N -0.75 -0.58 -0.06
C -0.35 0.05 -2.86
C -0.33 1.15 -1.81
C 0.05 0.58 -0.45
C -1.74 -0.56 0.83
H 0.36 -0.64 3.54
H 2.10 -3.48 1.19
H -2.12 1.43 0.99
H -0.70 -1.45 -0.54
H 3.82 0.10 -1.68
H 1.63 0.84 2.76
H -3.00 -0.48 -2.11
H 0.57 -1.95 2.78
H 3.69 -0.05 2.20
H -0.71 0.34 -3.89
H 0.98 -4.37 1.78
H -0.14 1.31 0.45
H 3.81 0.96 -0.50
H -3.04 0.35 2.04
H -2.79 3.73 0.97
H 1.11 0.24 -0.36
H -1.25 1.70 -1.72
H -1.25 3.87 0.75
H 0.67 -0.13 -3.13
H 3.62 2.95 0.78
H -4.14 0.27 -0.23
H -4.71 -1.16 -0.30
H -2.22 -1.49 1.11
H -3.94 1.38 -2.23
H 3.52 -1.18 -0.10
H 0.46 1.81 -2.17
H 0.46 1.51 2.15
H 4.03 -2.34 0.83
H -3.25 2.29 -1.22
H 1.22 -2.94 -2.02
H -0.83 -0.91 -2.64
H 1.82 -2.49 -0.69
H 2.35 2.06 1.07
H 2.51 -1.23 1.87
H -3.02 -0.21 -3.58

HOMO-LUMO gap in eV: 11.02
Charge: +1
E_HOMO in Ha: -0.4942

Mulliken population analysis, charges in e, atoms 1 to 8: -0.6705, -0.5873, -0.6772, -0.5836, -0.6768, -0.7252, -0.7593, -0.8123



Of them, i has the lowest stability.



i.
# C24H25F3N3O5RuSSi

C24H25F3N3O5RuSSi as an isolated structure (ωB97M-V/def2-TZVPD, the Open Molecules 2025 dataset).

Geometry (Å):
Ru -0.28 0.75 -0.11
S 1.58 2.74 1.42
Si -0.98 -2.31 -1.15
F 5.28 3.47 0.63
F 4.20 2.93 2.43
F 5.90 1.76 1.78
O -1.00 0.85 -2.60
O 0.35 2.65 -1.02
O -3.04 1.00 3.32
O -2.50 2.05 -3.69
O -1.10 0.78 2.20
N -0.03 -1.28 -0.10
N -2.22 1.18 -0.17
N 1.83 0.76 -0.28
C 1.83 -2.84 0.29
C 1.26 -1.27 2.00
C 0.19 2.84 0.21
C 3.94 1.54 0.52
C -3.01 1.22 0.95
C -2.78 -1.89 -0.93
C 4.58 0.63 -0.32
C 4.82 2.43 1.35
C 2.46 -0.08 -1.09
C -0.52 -2.18 -2.97
C 3.11 -2.79 2.33
C 0.99 -1.80 0.73
C 2.55 1.60 0.50
C -5.01 1.73 -0.25
C -2.05 1.44 -2.59
C 2.86 -3.33 1.08
C -2.30 0.97 2.20
C -0.84 -4.12 -0.67
C -0.83 3.80 0.78
C -2.88 1.48 -1.35
C 2.30 -1.76 2.78
C -4.23 1.73 -1.41
C -4.37 1.48 0.94
C 3.83 -0.18 -1.15
H -3.29 2.56 -3.49
H 0.43 -1.66 -3.11
H 3.92 -3.17 2.95
H 0.04 -4.61 -1.08
H 4.30 -0.89 -1.81
H 3.49 -4.12 0.69
H -1.67 3.91 0.09
H 2.47 -1.31 3.75
H -3.03 -1.91 0.14
H 1.70 -3.24 -0.71
H -0.82 -4.25 0.42
H -4.71 1.88 -2.37
H -4.90 1.48 1.88
H -3.42 -2.62 -1.44
H -0.43 -3.18 -3.41
H -1.19 3.46 1.75
H -0.36 4.78 0.91
H 5.66 0.57 -0.31
H 0.63 -0.48 2.38
H 1.81 -0.71 -1.69
H -6.08 1.91 -0.29
H -1.26 -1.62 -3.54
H -2.43 0.83 4.05
H -3.03 -0.91 -1.32
H -1.72 -4.65 -1.06

HOMO-LUMO gap (alpha / beta) in eV: 6.46 / 5.86
Multiplicity: 2
E_HOMO (alpha / beta) in Ha: -0.2556 / -0.2360

Mulliken population analysis, charges in e, atoms 1 to 8: 0.0237, -0.4054, 0.1494, -0.2577, -0.2494, -0.2726, -0.2968, -0.5705



ii.
# C24H25F3N3O5RuSSi

C24H25F3N3O5RuSSi as an isolated structure (ωB97M-V/def2-TZVPD, the Open Molecules 2025 dataset).

Geometry (Å):
Ru -0.28 -0.12 -0.51
S -1.14 -1.99 -1.54
Si 2.18 1.41 -2.09
F -1.29 -5.45 -1.54
F -3.12 -4.30 -1.49
F -2.87 -5.98 -0.16
O -1.33 2.36 -1.22
O -4.32 1.46 0.74
O 1.65 0.48 1.72
O 2.34 2.15 2.97
O -2.76 -0.08 0.28
N -0.87 1.43 1.49
N -0.52 -2.01 0.96
N 1.38 -0.04 -1.51
C 0.04 2.17 2.12
C 1.45 2.09 -3.68
C 2.21 -1.78 -3.01
C 2.38 -2.10 -0.64
C -3.08 0.98 0.75
C 3.99 1.01 -2.37
C -1.62 -4.04 0.32
C 3.14 -3.82 -2.14
C -1.11 -2.76 0.01
C -1.50 -4.49 1.62
C 1.41 1.53 2.22
C -2.11 1.89 1.46
C -2.52 3.09 2.02
C -1.59 0.86 -3.04
C -1.10 1.24 -1.65
C -1.56 3.88 2.62
C -0.92 -3.69 2.59
C 2.00 -1.30 -1.72
C 2.78 -3.02 -3.22
C -0.44 -2.46 2.21
C 2.94 -3.35 -0.85
C 2.08 2.77 -0.80
C -0.26 3.41 2.68
C -2.23 -4.93 -0.72
H 0.51 2.61 -3.52
H 2.72 2.54 0.05
H -2.46 0.22 -2.91
H 2.93 -3.38 -4.23
H -1.88 -5.47 1.88
H 4.55 1.95 -2.49
H -0.82 -4.02 3.62
H -1.81 4.84 3.04
H -4.87 0.82 0.25
H 1.29 1.31 -4.43
H 4.40 0.48 -1.51
H 3.58 -4.80 -2.31
H 2.15 2.82 -4.11
H 2.24 -1.72 0.36
H 0.05 -1.79 2.91
H 2.44 3.70 -1.25
H 1.91 -1.17 -3.86
H 4.15 0.40 -3.25
H -0.83 0.28 -3.56
H 3.22 -3.96 0.00
H -1.87 1.74 -3.62
H -3.55 3.40 1.95
H 0.50 4.02 3.15
H 1.06 2.94 -0.46
H 2.00 2.97 3.35

HOMO-LUMO gap (alpha / beta) in eV: 6.21 / 6.55
Multiplicity: 2
E_HOMO (alpha / beta) in Ha: -0.2584 / -0.2708

Mulliken population analysis, charges in e, atoms 1 to 8: 0.8340, -0.6097, -0.2315, -0.2344, -0.2204, -0.3120, -0.5810, -0.4957



Of them, i has the lowest stability.



i.
# H42O21

A 21-piece molecular cluster, H42O21 overall (ωB97M-V/def2-TZVPD, the Open Molecules 2025 dataset).

Geometry (Å):
O 1.99 1.78 -1.14
O 3.65 -2.02 -1.59
O -2.75 -0.23 -3.79
O -3.55 0.78 1.90
O -3.54 2.62 -0.21
O 1.90 -2.95 -3.46
O -1.09 -0.24 1.98
O 3.50 -0.08 3.05
O -2.47 0.07 -0.66
O 4.56 1.98 -0.93
O -0.02 -1.25 -0.31
O 1.21 -0.45 4.52
O -2.32 -0.66 4.45
O 0.28 -2.80 3.06
O 0.08 -0.62 -2.96
O -3.69 -2.33 1.17
O 1.47 0.95 1.51
O -0.65 1.75 -3.72
O 1.14 3.94 0.64
O -1.31 3.70 -2.13
O -0.03 -4.32 -0.95
H 4.54 2.25 -1.86
H 0.82 -3.39 2.54
H -1.89 -0.72 1.68
H 0.10 -3.42 -1.31
H 1.56 -2.12 -3.10
H -0.70 3.50 -2.97
H 2.07 -0.33 4.03
H 1.44 4.79 0.33
H -4.00 1.51 1.51
H 3.33 0.17 2.15
H -0.43 -0.84 2.29
H 4.53 -1.70 -1.34
H 0.54 1.25 1.63
H 0.89 -2.10 3.20
H -4.43 2.65 0.10
H 2.79 -2.67 -3.63
H -3.04 3.39 -0.47
H 3.79 1.56 -0.55
H -1.43 -0.91 4.71
H -3.65 -2.49 2.14
H 1.66 1.33 0.64
H 1.64 3.68 1.48
H -0.42 -1.29 -3.43
H 4.36 -0.49 3.02
H -1.42 1.70 -3.17
H 0.33 -1.00 -2.13
H 1.57 -0.86 5.32
H -2.18 -0.64 3.49
H 0.74 -1.01 0.27
H -3.16 0.84 -0.57
H -2.70 -1.03 -4.32
H 1.57 2.48 -0.57
H -0.14 0.97 -3.78
H 0.87 -4.47 -0.62
H 3.64 -2.78 -2.15
H -0.45 -1.95 0.29
H -3.53 -0.44 -3.24
H -3.21 -1.58 0.81
H -2.59 0.69 1.95
H -2.05 -0.04 -1.52
H 1.14 1.44 -1.49
H -0.83 4.44 -1.80

HOMO-LUMO gap in eV: 10.11
E_HOMO in Ha: -0.3806

Mulliken population analysis, charges in e, atoms 1 to 8: -0.6528, -0.5677, -0.5960, -0.5624, -0.5925, -0.6432, -0.4317, -0.6427



ii.
# H42O21

A 21-piece molecular cluster, H42O21 overall (ωB97M-V/def2-TZVPD, the Open Molecules 2025 dataset).

Geometry (Å):
O 0.43 -4.62 -0.08
O 0.57 1.08 3.58
O -2.04 -3.91 2.89
O -3.73 1.48 1.96
O -0.44 4.15 -0.48
O -4.51 1.86 -1.29
O 4.15 -1.49 3.15
O 1.90 0.94 0.16
O 2.59 0.48 -3.24
O 0.47 0.79 -4.98
O 1.83 3.83 1.37
O 0.76 -2.41 -3.07
O 2.11 -1.60 0.37
O -0.74 3.48 2.61
O -2.48 -1.87 -3.23
O 0.80 -3.54 4.12
O -3.65 -1.27 3.10
O -1.19 -0.49 -1.23
O 3.51 -1.63 -2.48
O 1.39 2.41 -1.85
O -1.90 2.23 -1.19
H -0.32 4.74 0.17
H 1.73 0.13 0.29
H -0.63 0.26 -1.35
H -1.78 1.98 -2.11
H -1.30 -3.23 2.58
H 0.37 -3.99 -0.72
H 3.20 -1.89 -1.54
H 0.28 1.53 -4.27
H -0.22 0.31 -5.21
H 2.37 2.95 1.42
H 1.01 3.08 -2.48
H 3.31 -1.83 3.46
H -3.11 1.60 1.24
H -1.85 -0.17 -0.64
H -3.73 1.69 -0.81
H -2.93 -2.46 -2.68
H 0.62 -5.51 -0.53
H 2.28 0.86 -4.15
H -1.24 3.00 1.94
H 1.68 -2.46 -3.30
H -2.05 -1.35 -2.46
H 0.97 -2.59 3.84
H 2.39 2.34 -1.78
H 1.78 -0.12 -3.01
H -3.49 -1.48 4.11
H 1.94 4.44 2.10
H 0.34 3.61 -0.48
H -4.98 1.15 -1.50
H 0.15 -2.65 -3.73
H -3.90 2.27 2.65
H 0.10 3.60 2.27
H 4.01 -2.35 -2.81
H -2.33 -4.26 2.19
H -0.06 1.69 3.94
H -2.63 -1.19 3.01
H -0.13 -3.87 3.83
H -1.71 3.14 -1.25
H 0.77 1.62 2.71
H 1.42 -2.18 0.02
H 3.82 -0.56 2.85
H 2.74 1.24 -0.33
H 2.38 -2.23 1.10

HOMO-LUMO gap in eV: 9.75
E_HOMO in Ha: -0.3730

Mulliken population analysis, charges in e, atoms 1 to 8: -0.6082, -0.6094, -0.5670, -0.5906, -0.6320, -0.5698, -0.6375, -0.2311



iii.
# H42O21

A 21-piece molecular cluster, H42O21 overall (ωB97M-V/def2-TZVPD, the Open Molecules 2025 dataset).

Geometry (Å):
O -1.38 -1.31 -3.22
O -4.67 1.46 -0.52
O -2.30 0.05 3.52
O -2.49 2.19 -2.40
O 0.09 0.57 0.19
O 2.63 -1.96 1.00
O 1.03 1.23 3.04
O 4.00 1.83 -0.99
O -1.11 -2.71 3.87
O -1.77 2.63 3.64
O 3.27 -1.08 -1.44
O 1.84 -1.44 3.42
O -1.09 0.99 -4.51
O 2.29 -0.06 -4.13
O -4.47 1.85 2.06
O 4.70 0.31 1.25
O 1.40 1.20 -1.96
O -1.47 2.91 0.64
O 1.03 -2.32 -2.98
O -0.70 -2.26 0.71
O -0.75 -4.25 -1.03
H -0.37 -1.57 0.14
H 0.56 0.51 -0.68
H -3.30 1.72 -2.21
H -3.98 2.07 2.87
H -1.60 2.84 4.57
H -5.07 1.25 0.34
H 0.84 1.01 2.12
H -1.41 -1.74 1.10
H 2.31 1.53 -1.81
H -1.03 -2.00 -3.78
H 0.10 -4.03 -1.39
H 2.28 -2.28 3.60
H -1.78 3.82 0.59
H 1.40 0.13 -3.83
H -1.56 -0.61 -3.89
H -0.24 -2.29 3.83
H 1.02 -3.24 -3.17
H 2.81 -1.67 0.07
H 5.13 -0.21 0.58
H -3.72 1.47 1.59
H 1.90 0.84 3.15
H -5.40 1.44 -1.13
H 2.40 -1.19 -1.85
H 1.69 -2.00 1.10
H -1.32 1.21 -3.60
H -1.00 2.06 3.46
H 1.28 1.41 -2.89
H -1.65 1.64 -4.95
H 4.15 -0.37 1.66
H 3.48 -0.16 -1.65
H 4.33 2.73 -1.09
H 2.49 -1.10 2.80
H -1.02 -3.45 3.27
H -1.44 2.70 1.58
H -0.30 1.43 0.25
H -1.06 -3.58 -0.38
H -1.73 -0.70 3.29
H -2.11 0.07 4.46
H -2.21 2.59 -1.57
H 2.27 -0.97 -4.45
H 0.15 -1.94 -2.84
H 4.02 1.76 -0.03

HOMO-LUMO gap in eV: 10.73
E_HOMO in Ha: -0.3916

Mulliken population analysis, charges in e, atoms 1 to 8: -0.6981, -0.6127, -0.4806, -0.6137, -0.1987, -0.6800, -0.6307, -0.6454



Of them, ii has the lowest stability.



i.
# C4H13NO3

A 4-piece molecular cluster, C4H13NO3 overall (ωB97M-V/def2-TZVPD, the Open Molecules 2025 dataset).

Geometry (Å):
O -1.39 1.70 -1.17
O -0.13 0.16 2.45
O -2.58 -0.21 1.05
N -0.32 -2.15 -0.23
C 0.63 -1.28 -0.72
C 2.16 0.68 -0.45
C 1.66 1.41 -1.45
C 1.42 -0.48 0.01
H -0.18 -2.29 0.78
H -2.00 -0.40 0.29
H 0.80 1.27 -2.10
H -0.63 -0.48 2.98
H 2.24 2.29 -1.67
H -0.95 2.42 -0.73
H -3.02 -1.05 1.21
H -0.31 -3.03 -0.71
H 1.58 -0.56 1.09
H -1.04 1.53 -2.05
H -0.73 0.43 1.75
H 3.10 0.97 -0.02
H 0.61 -1.11 -1.81

HOMO-LUMO gap in eV: 8.68
E_HOMO in Ha: -0.2923

Mulliken population analysis, charges in e, atoms 1 to 8: -0.5849, -0.6322, -0.6792, -0.4149, -0.3049, -0.1636, -0.9329, -0.0874



ii.
# C4H13NO3

A 3-piece molecular cluster, C4H13NO3 overall (ωB97M-V/def2-TZVPD, the Open Molecules 2025 dataset).

Geometry (Å):
O -0.68 -3.00 1.17
O 1.18 -1.11 2.17
O 1.90 1.08 -2.45
N -1.33 0.29 0.63
C 1.50 0.19 -1.75
C 0.03 0.01 -1.38
C -0.39 2.32 -0.44
C -0.15 0.83 -0.10
H -1.01 -2.08 1.25
H 0.61 0.79 0.68
H -1.05 -3.29 0.31
H 0.53 2.77 -0.82
H -0.06 -1.06 -1.13
H -0.72 0.16 -2.14
H -1.17 0.23 1.63
H -2.25 0.55 0.28
H 2.22 -0.46 -1.21
H 1.69 -1.50 1.46
H -0.68 2.80 0.49
H -1.11 2.43 -1.24
H 0.92 -1.92 2.61

HOMO-LUMO gap in eV: 9.85
E_HOMO in Ha: -0.3375

Mulliken population analysis, charges in e, atoms 1 to 8: -0.6604, -0.6173, -0.4636, -0.5169, -0.0324, -0.4327, -1.5298, 0.2720



Of them, i has the lowest stability.



i.
# C5H10N

A 2-piece molecular cluster, C5H10N overall (ωB97M-V/def2-TZVPD, the Open Molecules 2025 dataset).

Geometry (Å):
N -0.45 1.73 0.48
C 0.89 -1.81 -2.63
C -0.27 0.42 -0.16
C 0.28 -0.11 -1.27
C -0.90 0.45 1.14
C -0.20 -0.01 2.38
H 0.37 2.20 0.86
H 0.74 -2.67 -2.01
H -1.14 2.38 0.11
H -0.75 0.27 3.27
H 1.90 -1.47 -2.78
H 0.81 0.37 2.45
H 0.17 -1.61 -3.39
H -0.15 -1.10 2.35
H 0.68 0.61 -1.98
H -1.98 0.35 1.17

HOMO-LUMO gap in eV: 10.27
Charge: +1
E_HOMO in Ha: -0.5204

Mulliken population analysis, charges in e, atoms 1 to 8: -0.2318, -0.5859, 0.1463, -0.5459, 0.2203, -1.1250, 0.3022, 0.3025



ii.
# C5H10N

An isolated ion of composition C5H10N and charge +1 (ωB97M-V/def2-TZVPD, the Open Molecules 2025 dataset).

Geometry (Å):
N -0.87 0.83 2.08
C -0.70 -0.11 -1.61
C -0.45 -0.05 -0.35
C 0.71 0.30 -1.20
C 1.86 -0.66 -1.42
C -1.21 -0.32 1.22
H -1.18 0.68 3.05
H 0.15 0.98 2.07
H 2.82 -0.17 -1.27
H 0.98 1.35 -1.30
H 1.79 -1.52 -0.75
H -1.32 1.69 1.72
H -2.28 -0.41 1.04
H 1.83 -1.04 -2.44
H -0.78 -1.24 1.61
H -1.34 -0.33 -2.43

HOMO-LUMO gap in eV: 9.52
Charge: +1
E_HOMO in Ha: -0.4946

Mulliken population analysis, charges in e, atoms 1 to 8: -0.3063, -0.4765, -0.1184, 0.0489, -1.1462, -0.5428, 0.3596, 0.3521



Of them, i has the lowest stability.